Record 1
Computed, not measured: C3H5ClFNO3 as an isolated structure at a distorted geometry, with ωB97M-V/def2-TZVPD.

```
14
Properties=species:S:1:pos:R:3:forces:R:3:lowdin_charge:R:1
C -0.296 0.459 -0.445 0.17 1.36 0.76 -0.028
C 0.405 -0.191 0.772 0.42 0.00 -2.40 -0.415
C 1.882 -0.151 0.370 -1.86 4.35 2.11 -0.507
N 2.576 -1.246 0.068 2.34 -3.46 -1.31 -0.425
O 1.886 -2.244 -0.064 -0.39 -0.99 -0.10 0.097
O 3.787 -1.235 -0.092 -0.06 0.38 0.14 0.083
O 0.162 0.598 1.882 3.13 1.83 -1.51 0.031
F 2.449 1.962 -1.676 0.03 -0.14 0.48 -0.450
Cl 2.650 1.285 0.275 -0.20 -0.30 -0.40 1.155
H -1.377 0.590 -0.207 0.76 -0.11 -0.36 0.099
H -0.126 -0.051 -1.385 -0.11 -0.23 -0.08 0.089
H 0.225 1.463 -0.505 -1.14 -0.88 -0.26 0.075
H 0.153 -1.242 0.839 -0.20 -0.07 0.51 0.142
H -0.475 0.220 2.387 -2.90 -1.74 2.41 0.054
```
Positions in Å, forces in eV/Å.

## Properties
- E_LUMO (spin up / spin down) (eV) = -2.782 / -2.796
- spin multiplicity = 1

=====

Record 2
Computed, not measured: one molecule with the formula CH3NO4S2 at a distorted geometry, with ωB97M-V/def2-TZVPD.

```
11
Properties=species:S:1:pos:R:3:forces:R:3:lowdin_charge:R:1
C -2.801 -0.167 1.080 -3.07 -0.54 1.68 -0.157
N 1.108 0.029 -0.931 0.02 -1.46 0.32 -0.151
O -2.169 0.811 0.098 0.34 1.05 -0.26 -0.360
O -0.744 2.055 1.815 -2.01 -1.25 0.16 -0.299
O -0.172 -0.159 1.272 -0.33 -0.18 0.78 -0.524
O 0.820 -2.225 0.069 -0.03 0.36 0.52 -0.404
S -1.431 0.799 1.490 3.05 1.07 -1.14 0.757
S 0.008 -1.070 -0.211 0.72 1.42 -1.52 0.935
H -3.870 0.221 1.443 2.29 -0.31 -0.79 0.080
H 0.939 0.998 -1.154 -0.69 -0.05 0.27 0.061
H 2.060 -0.123 -0.598 -0.29 -0.10 -0.02 0.062
```
Positions in Å, forces in eV/Å.

## Properties
- E_LUMO (spin up / spin down) (eV) = -0.839 / -0.839
- spin multiplicity = 1

=====

Record 3
Computed, not measured: C16H18IrN4O6 as an isolated structure at a distorted geometry, with ωB97M-V/def2-TZVPD.

```
45
Properties=species:S:1:pos:R:3:forces:R:3:lowdin_charge:R:1
Ir 0.075 0.119 -0.598 -0.80 1.24 0.83 1.461
O -2.878 -3.199 -0.469 0.00 0.01 0.00 0.071
C -2.977 -3.308 0.880 -0.03 0.02 0.00 -0.251
C -3.884 -4.202 1.446 0.01 -0.01 0.00 -0.015
C -4.020 -4.301 2.816 0.00 0.01 0.00 -0.061
C -3.253 -3.499 3.655 0.00 -0.01 -0.01 -0.073
C -2.355 -2.614 3.100 0.03 -0.03 0.02 -0.023
C -2.190 -2.501 1.714 0.01 0.00 0.01 -0.082
C -1.195 -1.538 1.205 0.14 -0.05 0.03 -0.425
O -0.892 -1.558 -0.065 0.28 -0.27 -0.14 -0.161
N -0.644 -0.700 2.050 -0.24 0.10 -0.13 0.083
N 0.293 0.065 1.366 0.00 0.11 0.06 -0.167
C 1.270 0.573 2.019 0.15 -0.13 -0.03 -0.030
C 2.432 1.118 1.345 -0.06 0.12 0.00 -0.163
C 3.309 1.948 2.057 -0.02 0.01 -0.01 -0.032
C 4.466 2.426 1.483 0.01 0.00 -0.01 -0.076
C 4.773 2.056 0.174 -0.02 0.01 0.01 -0.059
C 3.934 1.228 -0.546 0.04 -0.01 0.04 -0.016
C 2.758 0.723 0.026 0.04 -0.15 -0.06 -0.374
O 2.037 -0.130 -0.711 0.06 -0.33 -0.11 -0.206
H -3.441 -3.867 -0.876 -0.01 0.01 0.00 0.116
H -4.488 -4.821 0.792 0.00 0.00 0.00 0.120
H -4.729 -5.005 3.230 0.00 0.00 0.00 0.113
H -3.353 -3.573 4.728 0.00 0.00 0.00 0.108
H -1.741 -1.991 3.735 0.00 0.00 0.00 0.110
H 1.238 0.504 3.102 0.03 -0.07 0.00 0.148
H 3.064 2.205 3.081 -0.01 0.01 0.00 0.120
H 5.131 3.067 2.044 0.00 0.00 0.00 0.109
H 5.686 2.414 -0.286 0.00 0.01 0.00 0.113
H 4.184 0.913 -1.551 -0.01 -0.01 0.00 0.122
C 0.333 2.367 -5.275 0.01 -0.01 0.01 -0.004
O -0.010 1.168 -4.556 -0.02 -0.01 0.05 0.049
C 0.104 1.106 -3.255 0.14 -0.09 -0.18 -0.532
O -0.148 0.042 -2.684 -0.15 0.08 0.01 -0.009
N 0.518 2.201 -2.572 -0.01 0.13 0.09 0.085
N 0.553 2.111 -1.159 0.03 -0.15 -0.24 -0.009
H 0.189 2.122 -6.320 0.00 0.00 0.00 0.110
H 1.377 2.629 -5.101 0.00 0.01 0.00 0.107
H -0.339 3.182 -5.001 0.00 0.00 0.00 0.104
H 0.603 3.111 -2.994 0.02 -0.02 -0.02 0.152
H -0.186 2.689 -0.764 0.05 0.06 0.01 0.132
H 1.465 2.428 -0.829 0.02 -0.06 0.01 0.121
O -2.080 1.011 -0.281 0.33 -0.57 -0.30 -0.061
H -2.315 0.834 0.643 0.05 0.01 0.04 0.081
H -2.674 0.447 -0.799 -0.08 0.03 0.02 0.094
```
Positions in Å, forces in eV/Å.

## Properties
- E_LUMO (eV) = -2.911
- spin multiplicity = 1
- charge = +1

=====

Record 4
Computed, not measured: a 4-piece molecular cluster, C2H11NO4 overall at a distorted geometry, with ωB97M-V/def2-TZVPD.

```
18
Properties=species:S:1:pos:R:3:forces:R:3:lowdin_charge:R:1
C -1.667 -0.456 -0.658 -3.41 -2.00 0.42 -0.036
C -1.065 0.536 0.256 3.95 1.18 1.58 -0.523
N -0.585 0.028 1.533 -1.33 2.17 -3.36 0.117
O -0.731 1.692 -0.052 -1.19 -1.80 0.22 0.005
H -2.800 -0.246 -0.578 1.48 -0.31 -0.53 0.119
H -1.415 -0.593 -1.710 0.35 1.23 0.12 0.082
H -1.598 -1.527 -0.323 0.13 1.07 0.32 0.082
H -0.843 -0.944 1.658 1.18 0.37 0.75 0.078
H 0.219 0.654 1.789 -1.15 -1.83 0.46 0.129
O 2.224 -1.752 1.206 -0.53 -2.02 -0.75 -0.095
H 1.778 -2.584 0.829 1.19 1.59 1.31 0.069
H 3.153 -2.031 1.337 -0.66 0.18 -0.16 0.060
O -0.638 4.835 -0.194 1.87 -1.59 -0.41 -0.109
H 0.320 4.810 -0.476 -1.44 0.57 0.38 0.054
H -0.741 3.855 -0.092 -0.45 0.90 0.04 0.003
O 1.482 -2.484 -1.602 -0.24 1.13 -0.22 -0.085
H 1.469 -1.706 -2.213 0.05 -1.01 0.84 0.065
H 1.437 -2.088 -0.709 0.18 0.17 -0.99 -0.014
```
Positions in Å, forces in eV/Å.

## Properties
- E_LUMO (eV) = 0.183
- spin multiplicity = 1

=====

Record 5
Computed, not measured: a 2-piece molecular cluster, C21H29N3O4 overall at a distorted geometry, with ωB97M-V/def2-TZVPD.

```
57
Properties=species:S:1:pos:R:3:forces:R:3:lowdin_charge:R:1
C -6.165 1.666 1.528 0.13 -0.46 0.31 -0.065
O -5.708 0.528 2.288 0.22 0.23 -0.53 -0.083
C -4.451 0.094 2.014 0.74 -0.07 -0.20 -0.260
C -3.954 -0.988 2.780 -0.56 0.69 -0.28 0.004
C -2.656 -1.416 2.610 0.76 -0.06 -0.38 -0.014
C -1.781 -0.774 1.698 -1.04 0.48 -0.23 -0.220
C -0.382 -1.161 1.554 0.68 0.46 1.42 0.053
C 0.694 -0.325 1.728 -0.97 -0.87 0.14 -0.048
C 2.026 -0.933 1.622 1.14 -1.64 -0.53 -0.371
O 2.207 -2.117 1.302 -0.24 1.84 0.51 0.066
N 3.130 -0.123 1.916 -0.60 0.47 -0.21 0.020
C 4.453 -0.717 1.840 0.23 -0.24 -0.02 -0.009
C 3.062 1.276 2.032 0.25 0.54 -0.18 -0.406
O 4.052 2.000 2.016 -1.32 -1.04 0.12 0.085
N 1.774 1.812 2.191 0.32 -1.02 -0.17 0.012
C 1.709 3.235 2.435 0.10 0.45 0.10 -0.012
C 0.603 1.041 2.283 -1.30 1.28 0.84 -0.322
O -0.403 1.521 2.820 1.59 -0.81 -1.09 0.091
C -2.308 0.270 0.916 0.55 -0.34 0.32 -0.043
C -3.620 0.683 1.036 -0.58 -0.04 0.42 -0.004
H -7.187 1.819 1.877 0.15 0.13 -0.17 0.092
H -5.539 2.549 1.743 -0.26 -0.30 -0.09 0.101
H -6.153 1.443 0.449 -0.08 0.12 0.38 0.095
H -4.628 -1.436 3.507 0.24 0.03 -0.10 0.121
H -2.262 -2.224 3.229 -0.19 0.14 -0.17 0.122
H -0.176 -2.234 1.466 0.18 0.40 -0.27 0.146
H 5.173 0.081 2.008 -0.03 -0.16 -0.03 0.088
H 4.543 -1.486 2.612 0.04 0.07 -0.20 0.102
H 4.609 -1.172 0.856 -0.02 0.05 0.21 0.096
H 0.660 3.518 2.468 0.15 0.02 0.02 0.091
H 2.201 3.483 3.380 -0.14 0.03 -0.13 0.104
H 2.237 3.745 1.626 -0.12 0.01 0.16 0.099
H -1.642 0.776 0.219 -0.19 -0.12 0.02 0.122
H -3.987 1.484 0.394 0.17 -0.24 0.27 0.105
C 2.800 -0.109 -4.104 -0.06 -0.03 0.07 -0.079
C 1.841 0.206 -2.946 -0.52 0.22 0.08 -0.396
C 2.620 0.635 -1.709 0.14 0.14 0.03 -0.077
C 0.919 -0.996 -2.611 1.13 -0.68 -0.66 -0.340
C 0.088 -1.430 -3.836 -0.04 0.41 0.17 -0.142
C -1.229 -1.967 -3.275 0.20 -0.30 0.37 -0.156
C -1.336 -1.381 -1.853 -0.88 0.57 -0.17 -0.219
N -0.030 -0.856 -1.547 -0.07 0.87 0.35 -0.006
H 3.438 -0.971 -3.862 -0.11 0.11 -0.04 0.085
H 2.266 -0.326 -5.037 0.09 0.00 0.21 0.070
H 3.458 0.750 -4.296 -0.15 -0.21 0.08 0.078
H 1.197 1.045 -3.271 0.10 -0.21 0.18 0.140
H 3.218 -0.207 -1.325 -0.12 0.18 -0.03 0.082
H 3.305 1.462 -1.943 -0.14 -0.20 0.12 0.083
H 1.935 0.978 -0.924 0.11 -0.08 -0.02 0.065
H 1.628 -1.808 -2.361 0.01 -0.08 -0.12 0.146
H -0.109 -0.562 -4.485 0.15 -0.17 0.15 0.115
H 0.640 -2.172 -4.414 -0.15 0.07 -0.09 0.111
H -2.078 -1.677 -3.895 0.00 -0.19 0.08 0.104
H -1.182 -3.054 -3.203 -0.13 -0.03 -0.13 0.104
H -2.056 -0.543 -1.858 -0.09 -0.29 -0.01 0.096
H -1.728 -2.098 -1.109 0.34 0.08 -0.28 0.113
H 0.261 -0.838 -0.579 0.18 -0.23 -0.60 0.066
```
Positions in Å, forces in eV/Å.

## Properties
- E_LUMO (eV) = -0.919
- spin multiplicity = 1

=====

Record 6
Computed, not measured: a 2-piece molecular cluster, C12H17N overall at a distorted geometry, with ωB97M-V/def2-TZVPD.

```
30
Properties=species:S:1:pos:R:3:forces:R:3:lowdin_charge:R:1
C -0.334 0.402 -3.670 0.48 1.18 0.14 -0.088
C -0.055 0.977 -2.214 -1.24 0.85 -1.93 -0.192
C 0.139 -0.165 -1.278 -0.40 1.46 -0.60 -0.240
C 1.352 -0.764 -1.234 -1.25 -1.18 2.05 -0.030
N 1.297 -1.707 -0.161 0.56 0.47 -0.18 0.066
C 0.075 -1.588 0.485 -0.09 0.50 -0.99 -0.212
C -0.351 -2.204 1.663 0.88 -0.12 0.70 -0.038
C -1.596 -1.892 2.138 -1.05 1.28 -0.39 -0.094
C -2.394 -0.972 1.404 -0.41 -1.39 0.07 -0.109
C -2.051 -0.513 0.160 0.11 0.99 -0.20 -0.032
C -0.728 -0.687 -0.278 0.52 -1.25 1.22 -0.115
H 0.210 1.007 -4.403 0.17 -0.34 -0.05 0.060
H -1.391 0.514 -3.989 0.48 -0.37 0.57 0.070
H -0.013 -0.636 -3.688 -0.08 0.01 -0.39 0.061
H 0.784 1.683 -2.083 0.21 -0.70 -0.75 0.100
H -0.876 1.727 -2.163 -0.04 -0.99 1.28 0.109
H 2.170 -0.656 -1.915 0.42 0.00 0.16 0.122
H 2.110 -1.882 0.411 0.08 -0.22 -0.31 0.140
H 0.371 -2.762 2.267 -0.38 -0.23 -0.35 0.112
H -2.111 -2.254 3.030 0.89 -0.24 0.00 0.102
H -3.381 -0.791 1.803 -0.17 0.13 -0.15 0.092
H -2.794 0.018 -0.434 0.31 0.21 0.14 0.111
C 1.335 3.360 2.268 0.67 -0.29 0.71 -0.181
C 2.171 3.392 1.002 0.92 0.25 -0.22 -0.180
H 1.727 2.744 3.082 0.00 -0.23 -0.23 0.060
H 1.211 4.361 2.724 0.02 -0.38 -0.53 0.073
H 0.394 2.973 1.958 -1.13 -0.22 0.27 0.046
H 3.254 3.521 1.197 -0.56 0.59 -0.05 0.065
H 1.706 4.243 0.499 0.80 -0.03 -0.70 0.061
H 2.189 2.518 0.312 -0.75 0.27 0.74 0.058
```
Positions in Å, forces in eV/Å.

## Properties
- E_LUMO (eV) = 0.843
- spin multiplicity = 1

=====

The relative energy (zero: lowest compared OMol25 entry of this formula, charge and spin) results, record by record, are as follows: 90.8 67.0 22.2 41.6 46.0 35.1 kcal per mole.